Entry 1:
Computed, not measured: a structure of composition C28H31Cl3N8OPdS3, with ωB97M-V with the def2-TZVPD basis set.

Output
HOMO-LUMO gap = 6.94 eV
Lowest unoccupied orbital energy = 0.395 eV

Positions of all 75 atoms, in Å:
Pd: -2.29078 1.63809 1.30346
C: -5.79412 -1.20114 2.80308
C: -4.48789 -1.41341 2.04015
N: -3.31337 -1.08030 2.39303
N: -3.30269 -0.32496 3.59299
C: -3.22257 1.01469 3.31645
N: -2.47340 1.70517 4.28698
S: -4.29947 1.86986 2.37877
C: -4.53397 -2.19669 0.72542
C: -4.84242 -3.54379 0.59505
C: -4.83773 -4.02841 -0.71826
C: -4.60789 -3.19574 -1.80776
C: -4.30154 -1.87432 -1.55178
N: -4.35471 -1.35782 -0.31802
H: -5.73509 -0.69645 3.74363
H: -6.34199 -2.15402 2.85772
H: -6.36461 -0.53007 2.12390
H: -2.44798 -0.57016 4.08288
H: -1.56352 1.31853 4.56194
H: -2.36151 2.68227 4.05672
H: -4.97961 -4.26317 1.38790
H: -4.87781 -5.13829 -0.84104
H: -4.52479 -3.59754 -2.86595
H: -4.05288 -1.15869 -2.26888
Cl: 8.17871 -1.56923 -1.82748
C: 6.56905 -1.41399 -1.26634
C: 5.61009 -2.39595 -1.59007
C: 4.30687 -2.17514 -1.12478
C: 3.90212 -1.06069 -0.42953
C: 2.45827 -0.88949 0.05856
C: 2.35230 -1.36169 1.53033
N: 1.41307 -0.59362 2.32431
C: 1.71978 0.58961 2.94635
C: 0.73520 0.77867 3.83084
N: -0.15540 -0.21437 3.80447
C: 0.20967 -1.02488 2.83206
O: 1.67717 -1.78966 -0.71632
C: 1.07827 -1.14029 -1.87669
C: 1.99434 -1.02537 -3.07111
C: 2.65983 0.12308 -3.47286
Cl: 2.77572 1.64210 -2.67311
S: 3.36903 -0.00280 -5.02866
C: 2.95893 -1.63371 -5.09041
C: 2.32771 -2.07741 -3.97225
C: 4.88744 -0.10441 -0.14060
Cl: 4.34046 1.34809 0.71458
C: 6.19450 -0.23034 -0.56043
H: 5.87552 -3.34631 -2.03954
H: 3.63679 -3.00256 -1.23779
H: 2.11147 0.08968 -0.13321
H: 3.31386 -1.39364 1.98947
H: 1.97957 -2.38178 1.51256
H: 2.63759 1.18538 2.77100
H: 0.79589 1.57108 4.58265
H: -0.18619 -1.92466 2.37667
H: 0.69141 -0.13971 -1.62863
H: 0.21200 -1.84676 -2.04522
H: 3.25928 -2.22919 -5.97763
H: 1.85723 -3.02015 -3.86478
H: 6.88620 0.54106 -0.18139
C: -1.45714 2.89500 -2.33924
N: -0.69195 3.71088 -1.40244
C: 0.06741 4.86122 -1.77135
C: 0.37408 5.41778 -0.42601
N: 0.54901 4.18135 0.31618
C: -0.20455 3.18759 -0.25884
S: -0.40466 1.60961 0.13247
H: -2.07969 2.29282 -1.72359
H: -0.77123 2.28785 -2.94901
H: -2.01649 3.49486 -3.00594
H: -0.57766 5.53110 -2.33573
H: 0.96164 4.58130 -2.33081
H: -0.49719 5.98560 -0.01462
H: 1.23190 6.03801 -0.41277
H: 0.79512 4.14044 1.31833

Entry 2:
Computed, not measured: a structure of composition C28H31CsN7O, with ωB97M-V with the def2-TZVPD basis set.

Output
Charge = +1
HOMO-LUMO gap = 6.90 eV
Lowest unoccupied orbital energy = -2.562 eV

Positions of all 68 atoms, in Å:
Cs: -0.01540 0.58325 -0.54123
C: -0.25240 3.36903 4.06631
C: -0.03220 2.17708 3.18026
N: -0.60480 1.99488 2.04330
N: -1.41791 2.97274 1.57806
C: -2.30071 2.52631 0.67346
O: -2.50530 1.33174 0.33899
C: -3.13038 3.60056 0.02934
C: -4.14537 3.22417 -0.84486
C: -4.92681 4.18367 -1.46955
C: -4.69746 5.53068 -1.22634
C: -3.68523 5.91331 -0.35583
C: -2.90624 4.95364 0.27194
C: 0.88996 1.10772 3.63019
C: 1.26610 1.02738 4.97990
C: 2.11763 0.02510 5.40425
C: 2.60391 -0.88688 4.47418
C: 2.18539 -0.74153 3.16060
N: 1.34136 0.20117 2.73962
H: -0.78797 4.12730 3.50296
H: 0.69336 3.78192 4.42204
H: -0.85360 3.11372 4.94378
H: -4.30885 2.16951 -1.01962
H: -5.71667 3.88274 -2.14588
H: -5.30688 6.28155 -1.71257
H: -3.50631 6.96351 -0.16467
H: -2.11976 5.24166 0.95502
H: 0.88962 1.75384 5.68534
H: 2.41194 -0.03666 6.44413
H: 3.30184 -1.66590 4.74772
H: 2.55155 -1.42398 2.39789
C: 4.28476 -0.27718 -3.36656
C: 3.98968 -1.04906 -4.47671
C: 2.78719 -1.73203 -4.52212
C: 1.90045 -1.62990 -3.45240
N: 2.18413 -0.87738 -2.38662
C: 3.34306 -0.22702 -2.35173
C: 0.58276 -2.34681 -3.44452
C: 0.25203 -3.26845 -4.43593
C: -0.98047 -3.89709 -4.39917
C: -1.85648 -3.59243 -3.37204
C: -1.44149 -2.67332 -2.42190
N: -0.25922 -2.06796 -2.44497
H: 5.21032 0.27483 -3.28595
H: 4.68378 -1.11938 -5.30363
H: 2.54813 -2.32557 -5.39107
H: 3.53185 0.36913 -1.46418
H: 0.94366 -3.50588 -5.22948
H: -1.24987 -4.61157 -5.16548
H: -2.83426 -4.04846 -3.30608
H: -2.09672 -2.39997 -1.60058
N: -0.73999 -2.14704 3.98606
C: -2.03164 -1.44887 3.63106
C: -1.86063 -0.90908 2.22461
N: -1.54353 -1.93588 1.24580
C: -0.41198 -2.75769 1.61460
C: -0.46641 -3.28966 3.04657
H: -0.75613 -2.47885 4.94909
H: 0.02853 -1.46566 3.91608
H: -2.18436 -0.65025 4.35573
H: -2.82681 -2.18917 3.72386
H: -1.04048 -0.19164 2.25188
H: -2.72726 -0.33759 1.89996
H: -2.35294 -2.48118 0.97962
H: 0.50219 -2.16572 1.50547
H: -0.32482 -3.60354 0.93343
H: 0.47386 -3.74972 3.34773
H: -1.27878 -4.00309 3.18593

Entry 3:
Computed, not measured: the ion C28H31F5N5O with charge +1, with ωB97M-V with the def2-TZVPD basis set.

Output
Structure (SMILES) = CN1C(=O)[C@@H](Cc2c(F)c(F)c(F)c(F)c2F)N(/C=C/[C@H](c2ccccc2)N2CCCN3CC[NH+]=C32)C1(C)C
Charge = +1
HOMO-LUMO gap = 8.23 eV
Lowest unoccupied orbital energy = -2.500 eV

Positions of all 70 atoms, in Å:
C: -0.09445 -4.28686 3.31538
N: -0.26204 -2.88504 2.99117
C: 0.80653 -2.03680 3.03683
O: 1.95617 -2.32706 3.37663
C: 0.27549 -0.64391 2.61540
C: 0.99960 -0.08444 1.39981
C: 2.47250 0.04420 1.62187
C: 3.37276 -0.79878 0.97408
F: 2.89620 -1.74765 0.12584
C: 4.73871 -0.73681 1.22353
F: 5.58590 -1.57685 0.59797
C: 5.22298 0.20986 2.12836
F: 6.54330 0.28406 2.38011
C: 4.34435 1.08575 2.76772
F: 4.81222 2.00654 3.63276
C: 2.98258 0.99866 2.49800
F: 2.12367 1.84187 3.13618
N: -1.13486 -0.85603 2.42749
C: -1.90298 0.20587 2.08885
C: -3.18232 0.12118 1.58980
C: -3.99635 1.38390 1.59668
C: -5.47067 1.24166 1.37420
C: -6.34103 2.35150 1.35868
C: -7.74259 2.19278 1.41984
C: -8.30300 0.90432 1.48612
C: -7.44841 -0.19156 1.55848
C: -6.06589 -0.02208 1.44298
N: -3.86998 2.97974 1.10972
C: -3.07693 4.11136 1.71544
C: -3.35615 5.29881 0.85565
C: -2.70634 5.01470 -0.48034
N: -3.07189 3.69397 -0.95648
C: -2.95491 3.25670 -2.32134
C: -3.45796 1.83839 -2.29277
N: -3.62197 1.57423 -0.89330
C: -3.46879 2.69426 -0.16929
C: -1.54635 -2.28239 2.57897
C: -2.01304 -2.91679 1.25902
C: -2.57822 -2.48247 3.69151
H: 0.97552 -4.49605 3.43735
H: -0.62876 -4.53610 4.24194
H: -0.50430 -4.89119 2.50189
H: 0.43400 0.04362 3.45845
H: 0.82499 -0.76118 0.55486
H: 0.56869 0.89562 1.17308
H: -1.38422 1.16063 1.89503
H: -3.72590 -0.83550 1.57836
H: -3.60192 2.00639 2.53345
H: -5.95959 3.37975 1.19988
H: -8.40515 3.08152 1.42609
H: -9.38254 0.78755 1.59674
H: -7.84947 -1.20135 1.69172
H: -5.44982 -0.92055 1.33388
H: -2.02138 3.73132 1.65275
H: -3.39552 4.21992 2.76951
H: -4.43326 5.52462 0.78759
H: -2.81239 6.10755 1.32123
H: -3.01227 5.73639 -1.23292
H: -1.60603 5.09360 -0.40892
H: -3.53843 3.94482 -2.92374
H: -1.91488 3.38312 -2.60840
H: -4.41765 1.81514 -2.81562
H: -2.73699 1.18572 -2.78240
H: -4.01701 0.63920 -0.56243
H: -1.22858 -2.82555 0.49059
H: -2.26843 -3.97763 1.41518
H: -2.90130 -2.41163 0.87196
H: -2.12700 -2.25259 4.66854
H: -3.44486 -1.82967 3.54358
H: -2.91369 -3.52986 3.69569

Across the entries above, max |F| takes the values 2.82; 0.58; 6.19 eV/Å, respectively.
Across the entries above, HOMO level takes the values -6.54; -9.46; -10.73 eV, respectively.